[1]
C5H20AlN10O5 | wB97M-V/def2-TZVPD

The geometry in XYZ format:
```
41
Properties=species:S:1:pos:R:3:lowdin_charge:R:1
Al 0.613 -0.297 0.885 1.4712
C -0.367 2.510 -1.062 -0.5844
O -0.112 1.270 -1.110 -0.0129
N -1.489 3.001 -1.608 0.2228
N 0.315 3.368 -0.281 0.2180
H -1.818 3.886 -1.262 0.1356
H -2.065 2.460 -2.227 0.1337
H 0.141 4.354 -0.404 0.1363
H 1.056 3.089 0.337 0.1069
C 3.964 1.372 2.076 -0.5963
O 2.843 0.988 1.635 -0.1047
N 4.173 2.623 2.533 0.2095
N 5.054 0.587 1.975 0.2169
H 3.482 3.302 2.272 0.1217
H 4.996 2.788 3.086 0.1368
H 5.964 1.016 1.986 0.1367
H 4.938 -0.349 1.627 0.1275
C 1.813 -2.867 -1.818 -0.5843
O 1.540 -1.847 -1.135 -0.0381
N 2.304 -4.014 -1.259 0.2065
N 1.852 -2.823 -3.156 0.2169
H 2.238 -4.068 -0.260 0.1205
H 2.635 -4.707 -1.905 0.1280
H 1.979 -3.660 -3.699 0.1357
H 1.605 -1.954 -3.599 0.1348
C -2.250 -2.161 -1.067 -0.6022
O -1.275 -1.566 -0.567 -0.0568
N -2.586 -3.425 -0.710 0.2071
N -3.114 -1.540 -1.911 0.2035
H -3.484 -3.822 -0.934 0.1297
H -2.084 -3.822 0.067 0.1237
H -2.693 -0.663 -2.184 0.1178
H -3.742 -2.039 -2.519 0.1326
C -2.938 1.076 1.698 -0.5797
O -1.991 0.872 0.880 -0.0295
N -4.199 0.758 1.398 0.2306
N -2.734 1.717 2.877 0.2081
H -4.325 0.251 0.535 0.1264
H -4.978 0.882 2.023 0.1432
H -1.788 1.740 3.216 0.1173
H -3.470 1.715 3.567 0.1330
```

The total charge is +3. As for the relative energy (zero: lowest compared OMol25 entry of this formula, charge and spin): 70.69 kJ/mol. As for the HOMO-LUMO gap: 3.794 eV.

[2]
C40H56BN11NaOSiTe | wB97M-V/def2-TZVPD

The geometry in XYZ format:
```
112
Properties=species:S:1:pos:R:3:lowdin_charge:R:1
Na -0.148 1.058 0.259 0.1646
C -0.362 -1.717 -3.210 -0.0374
C -0.349 -0.239 -3.460 -0.3540
C -0.504 0.468 -4.674 -0.0429
C -0.427 1.793 -4.312 -0.0989
N -0.210 1.847 -2.976 0.0084
N -0.203 0.598 -2.455 0.1132
B -0.056 3.012 -1.972 -0.5916
N 1.195 2.748 -1.058 -0.0074
C 1.762 3.628 -0.196 -0.0872
C 2.891 3.051 0.328 -0.0323
C 2.948 1.774 -0.270 -0.3463
C 3.994 0.715 -0.105 -0.0386
N 1.927 1.593 -1.100 0.1056
N -1.380 3.054 -1.127 0.0121
C -1.866 3.997 -0.278 -0.0923
C -3.115 3.600 0.132 -0.0497
C -3.325 2.365 -0.514 -0.4008
C -4.518 1.463 -0.438 -0.0567
N -2.286 2.035 -1.259 0.1186
N 0.178 4.391 -2.689 0.0186
C 0.768 4.647 -3.873 -0.0995
C 0.929 6.007 -3.993 -0.0458
C 0.407 6.523 -2.792 -0.3706
C 0.345 7.944 -2.322 -0.0534
N -0.026 5.547 -2.013 0.1131
H -0.429 -2.269 -4.149 0.0615
H -1.212 -2.000 -2.582 0.0755
H 0.546 -2.026 -2.687 0.0650
H -0.661 0.069 -5.666 0.0804
H -0.563 2.674 -4.912 0.0965
H 1.332 4.604 -0.040 0.1038
H 3.566 3.473 1.058 0.0943
H 4.899 1.143 0.331 0.0691
H 4.243 0.277 -1.073 0.0721
H 3.655 -0.095 0.542 0.0495
H -1.295 4.878 -0.039 0.1003
H -3.762 4.106 0.832 0.0909
H -5.234 1.839 0.295 0.0697
H -4.223 0.456 -0.136 0.0470
H -5.018 1.394 -1.408 0.0666
H 1.092 3.861 -4.531 0.1031
H 1.351 6.546 -4.828 0.0837
H 0.211 8.631 -3.160 0.0629
H 1.262 8.226 -1.800 0.0674
H -0.486 8.071 -1.627 0.0693
Te -2.285 0.446 2.422 1.4950
C -3.846 -1.040 2.516 -0.5171
C -5.079 -0.739 3.091 -0.1678
C -6.105 -1.681 3.147 -0.1203
C -5.910 -2.955 2.636 -0.1314
C -4.687 -3.273 2.061 -0.1217
C -3.669 -2.324 2.002 -0.1516
H -5.236 0.249 3.514 0.0830
H -7.055 -1.420 3.598 0.0856
H -6.701 -3.694 2.690 0.0835
H -4.521 -4.267 1.659 0.0943
H -2.713 -2.579 1.550 0.0911
C 4.329 -0.367 5.013 -0.1415
N 3.004 0.078 4.642 -0.2440
C 3.077 0.983 3.500 -0.0910
C 2.034 -1.009 4.413 -0.1629
C 2.244 -1.826 3.158 -0.1762
C 3.307 -2.723 3.099 -0.1032
C 3.691 -3.380 1.933 -0.1469
C 2.984 -3.091 0.759 -0.1431
C 1.898 -2.245 0.782 -0.0594
C 1.418 -1.644 1.986 -0.2787
H 4.928 0.506 5.294 0.0733
H 4.862 -0.889 4.201 0.0697
H 4.274 -1.036 5.877 0.0752
H 3.511 1.938 3.817 0.0806
H 2.081 1.178 3.092 0.0791
H 3.700 0.573 2.694 0.0710
H 1.058 -0.532 4.384 0.0849
H 2.066 -1.650 5.304 0.1137
H 3.869 -2.910 4.012 0.0922
H 4.527 -4.070 1.931 0.0681
H 3.285 -3.547 -0.179 0.0833
H 1.330 -2.041 -0.122 0.0929
N 0.230 -0.985 1.903 0.0094
C -0.703 -0.898 2.873 -0.6026
N -0.994 -1.907 3.816 -0.1604
C -1.258 -1.573 5.205 -0.1991
C -2.496 -2.317 5.728 -0.1642
C -2.613 -3.716 5.089 -0.1917
C -1.241 -4.203 4.638 -0.1832
C -0.683 -3.304 3.532 -0.1650
H -1.404 -0.497 5.271 0.0885
H -0.387 -1.809 5.838 0.1028
H -3.396 -1.739 5.501 0.0958
H -2.417 -2.398 6.817 0.0976
H -3.264 -3.658 4.214 0.0811
H -3.073 -4.421 5.788 0.0966
H -1.284 -5.230 4.264 0.1022
H -0.553 -4.207 5.492 0.1057
H -1.140 -3.570 2.571 0.1099
H 0.389 -3.488 3.427 0.1045
C -1.958 4.297 3.366 -0.1939
Si -0.346 3.287 3.271 0.1520
C 0.991 4.631 3.177 -0.1816
C -0.203 2.544 5.004 -0.1818
O -0.310 2.214 2.088 -0.5369
H -2.125 4.681 4.382 0.0141
H -2.812 3.664 3.097 -0.0080
H -1.945 5.153 2.676 0.0135
H 0.876 5.339 4.011 0.0168
H 0.907 5.196 2.240 0.0060
H 2.002 4.204 3.224 0.0069
H -0.075 3.335 5.756 0.0162
H 0.628 1.838 5.108 0.0098
H -1.130 2.005 5.239 0.0019
```

The total charge is -2. As for the relative energy (zero: lowest compared OMol25 entry of this formula, charge and spin): 0.00 kJ/mol. As for the spin multiplicity: 2. As for the HOMO-LUMO gap (alpha / beta): 2.876 / 5.657 eV.

[3]
C35H35N3O7S2 | wB97M-V/def2-TZVPD

The geometry in XYZ format:
```
82
Properties=species:S:1:pos:R:3:lowdin_charge:R:1
C -2.446 3.835 3.652 -0.0181
N -2.215 2.417 3.562 -0.0337
C -3.239 1.527 3.682 -0.3724
O -4.408 1.838 3.906 0.0814
C -2.632 0.150 3.563 -0.1765
C -3.339 -0.725 2.504 -0.0719
C -4.790 -1.010 2.836 -0.2272
C -5.758 -0.861 1.838 -0.0415
C -7.114 -0.933 2.170 -0.0769
C -7.496 -1.230 3.485 -0.0916
C -6.521 -1.504 4.439 -0.0844
C -5.169 -1.436 4.117 -0.0410
N -1.244 0.414 3.233 0.0074
C -0.369 -0.618 3.159 -0.0630
C 0.946 -0.541 2.802 -0.1104
C 1.948 -1.484 3.220 -0.1208
C 3.290 -0.886 3.535 -0.1967
C 4.115 -1.357 4.575 -0.0223
C 5.461 -1.089 4.598 0.0094
C 5.972 -0.267 3.581 -0.1692
N 7.228 -0.596 3.026 -0.3118
O 7.662 0.095 2.074 0.0499
O 7.798 -1.605 3.491 0.0581
C 5.143 0.519 2.786 0.0292
C 3.797 0.184 2.747 -0.0158
C -0.914 1.836 3.270 -0.4691
C -0.438 2.364 1.895 0.0045
C 0.104 2.209 4.345 0.0074
H -3.518 4.053 3.722 0.0982
H -1.953 4.270 4.533 0.0949
H -2.059 4.368 2.772 0.0907
H -2.710 -0.353 4.544 0.1591
H -3.285 -0.215 1.518 0.1314
H -2.779 -1.672 2.388 0.1158
H -5.434 -0.619 0.823 0.1112
H -7.866 -0.743 1.414 0.0978
H -8.549 -1.249 3.761 0.0996
H -6.791 -1.761 5.466 0.1046
H -4.392 -1.647 4.858 0.1121
H -0.774 -1.591 3.440 0.1278
H 1.235 0.240 2.081 0.0931
H 1.653 -2.286 3.930 0.1281
H 3.690 -2.026 5.337 0.1330
H 6.151 -1.489 5.320 0.1235
H 5.534 1.252 2.091 0.1261
H 3.126 0.703 2.090 0.1025
H -1.266 2.411 1.168 0.0987
H -0.050 3.386 2.020 0.0841
H 0.362 1.753 1.461 0.0663
H -0.302 1.958 5.329 0.1000
H 1.036 1.655 4.210 0.0750
H 0.308 3.285 4.301 0.0877
C 7.883 -3.280 -0.347 -0.0748
C 7.525 -3.962 0.807 -0.0783
C 6.184 -4.147 1.131 -0.0781
C 5.198 -3.521 0.359 -0.1941
S 3.594 -2.999 1.339 0.8459
C 1.891 -3.121 2.137 -0.2281
S 0.546 -3.650 0.999 0.7196
C 0.316 -2.966 -0.683 -0.2491
C -0.308 -1.732 -0.841 -0.0578
C -0.668 -1.297 -2.113 -0.0661
C -0.396 -2.105 -3.229 -0.0662
C 0.157 -3.383 -3.049 -0.0656
C 0.475 -3.826 -1.765 -0.0608
O 0.591 -5.086 0.782 -0.3145
O -0.617 -3.109 1.702 -0.3495
O 4.335 -3.222 2.628 -0.4067
O 3.445 -1.623 0.792 -0.3813
C 5.542 -2.706 -0.708 -0.0807
C 6.888 -2.656 -1.123 -0.0617
H 8.938 -3.206 -0.630 0.1097
H 8.299 -4.345 1.488 0.1179
H 5.931 -4.753 1.985 0.1087
H 1.870 -3.758 2.980 0.0647
H -0.503 -1.123 0.029 0.1010
H -1.154 -0.334 -2.243 0.1059
H -0.635 -1.761 -4.246 0.1105
H 0.331 -4.055 -3.897 0.1114
H 0.857 -4.829 -1.602 0.1121
H 4.770 -2.127 -1.215 0.1088
H 7.185 -2.107 -2.014 0.1028
```

As for the HOMO-LUMO gap: 6.822 eV.